Entry 1:
# C15H22FO4W

A molecular structure, C15H22FO4W (the ωB97M-V functional and the def2-TZVPD basis, OMol25).

Results
LUMO energy (alpha / beta) (eV): -11.8 / -11.8
Strongest force on any atom (eV/A): 1.7
Charge: +3
Multiplicity: 1
Orbital gap (alpha / beta) (eV): 7.27 / 7.27

```
43
C15H22FO4W, DFT the ωB97M-V functional and the def2-TZVPD basis
W 0.157 -0.442 -0.339
C -1.256 -0.792 2.244
C -2.272 0.040 1.499
O -1.805 0.233 0.102
C -2.142 1.566 -0.425
C -1.017 2.494 -0.061
O 0.190 1.746 -0.379
C 1.430 2.427 -0.053
C 2.508 1.397 -0.278
O 2.044 0.136 0.322
C 2.343 0.043 1.773
C 1.226 -0.711 2.458
O 0.018 -0.284 1.776
H -1.316 -1.859 2.035
H -1.365 -0.616 3.315
H -2.360 1.027 1.949
H -3.246 -0.443 1.463
H -3.096 1.892 -0.014
H -2.242 1.452 -1.501
H -1.004 2.747 1.001
H -1.053 3.408 -0.654
H 1.382 2.759 0.987
H 1.566 3.292 -0.703
H 3.455 1.691 0.173
H 2.665 1.177 -1.331
H 2.417 1.059 2.154
H 3.297 -0.469 1.888
H 1.184 -0.415 3.507
H 1.319 -1.792 2.383
F -1.597 0.513 -3.580
C -0.999 -0.465 -2.952
C -1.802 -1.471 -2.363
C -1.199 -2.395 -1.552
C 0.223 -2.403 -1.373
C 0.691 -2.634 -0.036
C 1.001 -1.511 -2.166
C 0.395 -0.495 -2.908
H -2.876 -1.446 -2.515
H -1.793 -3.111 -0.995
H 1.767 -2.752 0.085
H 0.108 -3.294 0.596
H 2.083 -1.535 -2.072
H 0.972 0.235 -3.461
```

***

Entry 2:
# C4H7NO2S2

C4H7NO2S2 in the gas phase (the ωB97M-V functional and the def2-TZVPD basis, OMol25).

Results
LUMO energy (eV): 0.3
Strongest force on any atom (eV/A): 3.2
Multiplicity: 1
Orbital gap (eV): 9.15

```
16
C4H7NO2S2, DFT the ωB97M-V functional and the def2-TZVPD basis
C -2.354 -0.813 3.091
C -1.501 1.207 -0.384
C 1.816 -1.688 -0.448
C -1.763 0.129 2.235
N -2.587 -1.494 4.003
O -0.435 -1.079 0.070
O 1.286 0.772 0.380
S -1.862 -0.206 0.589
S 0.978 -0.596 0.762
H -2.059 2.152 0.119
H -1.961 0.895 -1.302
H -0.430 1.376 -0.557
H 0.990 -2.223 -0.793
H 2.326 -1.076 -1.152
H 2.425 -2.317 0.148
H -1.086 0.926 2.678
```

***

Entry 3:
# C6H24InN12O6

A molecular structure, C6H24InN12O6 (the ωB97M-V functional and the def2-TZVPD basis, OMol25).

Results
LUMO energy (eV): -14.6
Strongest force on any atom (eV/A): 7.2
Charge: +3
Multiplicity: 1
Orbital gap (eV): 1.74

```
49
C6H24InN12O6, DFT the ωB97M-V functional and the def2-TZVPD basis
In 1.293 -1.165 -0.563
C -3.607 -2.817 0.429
O -2.614 -2.137 0.540
N -3.685 -3.681 1.337
N -4.534 -2.767 -0.476
H -2.849 -3.924 1.849
H -4.574 -4.064 1.623
H -4.997 -3.656 -0.598
H -4.465 -2.277 -1.357
C 5.038 2.565 0.026
O 4.535 1.426 -0.028
N 6.356 2.778 -0.052
N 4.433 3.730 0.188
H 6.715 2.341 -0.888
H 6.463 3.776 0.062
H 4.946 4.532 -0.150
H 3.427 3.670 0.260
C -0.106 1.008 4.135
O 0.146 0.769 2.990
N 0.498 0.448 5.094
N -1.110 1.805 4.559
H 0.256 0.493 6.074
H 1.297 -0.051 4.729
H -1.102 2.288 5.446
H -1.860 2.138 3.970
C -2.680 1.153 -3.364
O -1.955 0.367 -2.733
N -2.963 1.010 -4.614
N -3.421 2.043 -2.757
H -2.475 0.303 -5.144
H -3.607 1.724 -4.923
H -3.626 1.967 -1.771
H -3.802 2.856 -3.218
C 0.152 4.225 -0.974
O 0.401 3.027 -0.737
N 0.774 5.012 -1.762
N -0.757 4.919 -0.371
H 0.932 5.995 -1.593
H 1.453 4.460 -2.267
H -1.015 5.851 -0.662
H -1.233 4.554 0.441
C 1.647 -6.596 -0.150
O 1.275 -5.453 0.090
N 2.562 -6.945 -0.971
N 0.962 -7.635 0.104
H 2.977 -6.167 -1.464
H 2.938 -7.882 -0.960
H 0.053 -7.530 0.533
H 1.506 -8.485 0.067
```

***

Entry 4:
# C4H10N2O3

2 unconnected molecules or ions with the total composition C4H10N2O3 (the ωB97M-V functional and the def2-TZVPD basis, OMol25).

Results
Structure (SMILES): [H]/N=N/C(C)C.O=C(O)O
LUMO energy (eV): 0.5
Strongest force on any atom (eV/A): 4.1
Multiplicity: 1
Orbital gap (eV): 10.48

```
19
C4H10N2O3, DFT the ωB97M-V functional and the def2-TZVPD basis
H -0.743 -2.292 -1.082
N 0.171 -1.948 -1.070
N 0.246 -1.023 -0.238
C 1.549 -0.342 -0.242
C 2.123 -0.748 1.041
C 1.281 1.168 -0.289
H 2.031 -0.718 -1.124
H 2.477 -1.758 1.133
H 2.848 -0.056 1.333
H 1.191 -0.751 1.835
H 1.116 1.366 -1.403
H 2.190 1.559 -0.006
H 0.407 1.549 0.323
O -2.875 2.183 -0.233
C -2.739 1.036 0.013
O -1.911 0.518 0.874
O -3.627 0.032 -0.458
H -1.347 -0.173 0.446
H -4.389 0.398 -0.855
```

***

Entry 5:
# C20H20N2O4PbSTe

A molecular structure, C20H20N2O4PbSTe (the ωB97M-V functional and the def2-TZVPD basis, OMol25).

Results
LUMO energy (alpha / beta) (eV): -8.9 / -8.9
Strongest force on any atom (eV/A): 0.7
Charge: +2
Multiplicity: 1
Orbital gap (alpha / beta) (eV): 4.35 / 4.38

```
49
C20H20N2O4PbSTe, DFT the ωB97M-V functional and the def2-TZVPD basis
Pb 0.139 1.455 -1.107
O -3.286 4.690 -0.728
C -2.327 3.804 -0.517
O -1.590 3.389 -1.379
C -2.228 3.415 0.936
C -2.912 4.143 1.904
C -2.705 3.818 3.229
C -1.808 2.801 3.518
C -1.183 2.133 2.477
N -1.402 2.413 1.197
C -0.120 1.083 2.704
O 0.122 0.651 3.952
O 0.557 0.644 1.813
H -3.288 4.935 -1.671
H -3.573 4.945 1.613
H -3.204 4.359 4.021
H -1.605 2.582 4.557
H -0.472 1.014 4.624
C -0.286 -1.949 -0.068
N 0.245 -1.176 -1.197
C 1.698 -1.369 -1.286
C -0.419 -1.605 -2.448
C -0.740 -0.477 -3.401
C -0.974 -0.821 -4.729
C -1.361 0.139 -5.648
C -1.509 1.458 -5.240
C -1.262 1.804 -3.922
C -0.882 0.846 -2.962
H -0.143 -3.025 -0.228
H -1.352 -1.756 0.046
H 0.221 -1.658 0.848
H 1.956 -2.432 -1.364
H 2.186 -0.948 -0.403
H 2.087 -0.863 -2.172
H -1.347 -2.114 -2.181
H 0.204 -2.351 -2.952
H -0.859 -1.852 -5.049
H -1.538 -0.139 -6.679
H -1.805 2.215 -5.954
H -1.371 2.841 -3.639
Te 2.761 -1.260 3.142
C 3.728 -2.968 3.072
C 3.608 -4.050 3.989
C 4.463 -5.090 3.688
C 5.224 -4.823 2.548
S 4.915 -3.329 1.859
H 2.923 -4.038 4.825
H 4.547 -6.006 4.255
H 5.965 -5.477 2.107
```

***

Entry 6:
# C5H11ClN

2 unconnected molecules or ions with the total composition C5H11ClN (the ωB97M-V functional and the def2-TZVPD basis, OMol25).

Results
LUMO energy (alpha / beta) (eV): -4.4 / -4.2
Strongest force on any atom (eV/A): 1.1
Charge: +1
Multiplicity: 1
Orbital gap (alpha / beta) (eV): 8.17 / 8.78

```
18
C5H11ClN, DFT the ωB97M-V functional and the def2-TZVPD basis
C 2.207 -0.053 -1.166
C 0.921 -0.093 -1.313
C 3.251 0.287 -2.208
C -1.411 -0.638 2.077
C -1.658 0.488 1.173
N -2.284 0.235 -0.111
Cl -0.278 0.160 -2.430
H 2.595 -0.301 -0.186
H 4.209 0.455 -1.724
H 3.351 -0.540 -2.910
H 2.967 1.178 -2.761
H -1.134 -1.539 1.531
H -0.618 -0.387 2.774
H -2.291 -0.883 2.683
H -1.496 1.517 1.431
H -2.757 -0.676 -0.086
H -1.581 0.194 -0.933
H -2.964 0.967 -0.363
```

***

Entry 7:
# CH27O15

13 unconnected molecules or ions with the total composition CH27O15 (the ωB97M-V functional and the def2-TZVPD basis, OMol25).

Results
LUMO energy (eV): -5.2
Strongest force on any atom (eV/A): 9.8
Charge: +1
Multiplicity: 1
Orbital gap (eV): 6.89

```
43
CH27O15, DFT the ωB97M-V functional and the def2-TZVPD basis
O -10.277 4.637 2.655
H -10.871 5.371 2.830
H -10.777 4.030 2.104
H -9.487 4.953 2.209
O -8.547 3.561 -0.896
H -8.242 4.173 -0.221
H -9.507 3.562 -0.880
H -8.212 2.665 -0.822
O -9.843 8.117 3.926
H -10.211 7.495 4.558
H -10.540 8.438 3.349
H -9.191 7.675 3.377
C -7.673 6.135 1.788
O -6.568 6.547 1.462
O -8.151 6.525 2.814
O -8.148 5.096 1.351
O -5.970 5.284 -1.245
H -6.393 5.618 -0.454
H -6.460 5.680 -1.965
O -4.826 4.379 1.411
H -5.333 5.153 1.655
H -4.848 4.369 0.454
O -7.442 2.047 2.117
H -7.032 2.829 1.746
H -6.990 1.316 1.696
O -7.337 5.375 5.167
H -7.481 5.893 4.376
H -7.214 4.480 4.849
O -6.604 8.421 4.468
H -6.347 9.226 4.017
H -6.982 7.871 3.782
O -7.644 8.964 0.083
H -7.261 8.217 0.544
H -8.243 9.356 0.718
O -4.655 8.100 0.520
H -5.277 7.438 0.824
H -4.253 7.712 -0.257
O -9.941 5.855 5.529
H -9.018 5.784 5.288
H -10.237 4.949 5.617
O -4.885 6.350 3.802
H -5.446 6.434 4.573
H -5.455 6.570 3.065
```

***

Entry 8:
# C2H4N2O4

A molecular structure, C2H4N2O4 (the ωB97M-V functional and the def2-TZVPD basis, OMol25).

Results
LUMO energy (eV): -1.3
Strongest force on any atom (eV/A): 4.1
Multiplicity: 1
Orbital gap (eV): 9.34

```
12
C2H4N2O4, DFT the ωB97M-V functional and the def2-TZVPD basis
C -0.021 1.225 -0.198
C -2.193 0.324 0.406
N 1.940 -1.987 -0.516
N 1.949 -0.784 -0.275
O 0.756 2.165 -0.322
O 0.393 -0.073 -0.358
O 2.796 -0.073 0.130
O -1.331 1.351 -0.051
H -2.488 -0.300 -0.415
H -3.142 0.686 0.765
H -1.534 -0.238 1.191
H 2.875 -2.296 -0.358
```

***

Entry 9:
# C4H9N2O

A gas-phase ion, C4H9N2O (charge +1) (the ωB97M-V functional and the def2-TZVPD basis, OMol25).

Results
Structure (SMILES): CC(C)=[NH+]/C=[NH+]\[O-]
LUMO energy (alpha / beta) (eV): -5.5 / -5.5
Strongest force on any atom (eV/A): 5.9
Charge: +1
Multiplicity: 1
Orbital gap (alpha / beta) (eV): 7.75 / 7.77

```
16
C4H9N2O, DFT the ωB97M-V functional and the def2-TZVPD basis
C -0.943 -1.240 -0.978
C -0.768 -0.153 -0.018
C -1.940 0.367 0.702
N 0.443 0.362 0.222
C 1.704 0.128 -0.091
N 2.673 0.964 0.262
O 2.465 2.086 0.765
H -0.365 -1.214 -1.810
H -2.033 -1.642 -1.099
H -0.516 -2.194 -0.561
H -2.786 -0.333 0.447
H -2.198 1.360 0.404
H -1.736 0.314 1.719
H 0.349 1.243 0.805
H 1.988 -0.635 -0.809
H 3.661 0.588 0.039
```

***

Entry 10:
# C2H10N2

2 unconnected molecules or ions with the total composition C2H10N2 (the ωB97M-V functional and the def2-TZVPD basis, OMol25).

Results
Structure (SMILES): CN.CN
LUMO energy (eV): 1.1
Strongest force on any atom (eV/A): 2.8
Multiplicity: 1
Orbital gap (eV): 9.75

```
14
C2H10N2, DFT the ωB97M-V functional and the def2-TZVPD basis
C 1.817 -0.188 1.052
N 0.675 0.631 1.345
H 2.668 0.257 1.613
H 1.701 -1.266 1.313
H 2.016 -0.128 0.011
H -0.229 0.195 1.081
H 0.614 0.849 2.349
C -0.911 0.162 -1.588
N -1.686 -0.319 -0.451
H -0.237 -0.680 -1.909
H -1.570 0.510 -2.386
H -0.210 0.946 -1.232
H -2.571 0.256 -0.373
H -2.078 -1.224 -0.825
```

***

Entry 11:
# C21H61N10O8

8 unconnected molecules or ions with the total composition C21H61N10O8 (the ωB97M-V functional and the def2-TZVPD basis, OMol25).

Results
LUMO energy (eV): 2.1
Strongest force on any atom (eV/A): 2.9
Charge: -1
Multiplicity: 1
Orbital gap (eV): 5.84

```
100
C21H61N10O8, DFT the ωB97M-V functional and the def2-TZVPD basis
C 3.474 32.047 1.473
C 2.697 30.784 1.818
O 1.344 30.871 2.051
H 3.049 32.676 0.692
H 4.528 31.764 1.353
H 3.536 32.704 2.356
H 3.173 30.247 2.660
H 2.859 30.093 0.958
C 6.162 28.848 1.455
C 7.246 28.665 0.410
C 6.950 27.584 -0.615
O 8.096 27.369 -1.400
C 8.021 26.212 -2.189
N 7.629 29.965 -0.222
H 5.219 29.259 1.106
H 6.556 29.530 2.211
H 6.189 27.835 1.863
H 8.249 28.404 0.777
H 6.081 27.812 -1.241
H 6.690 26.723 0.010
H 8.843 25.967 -2.861
H 7.256 26.419 -2.960
H 7.664 25.288 -1.727
H 8.425 29.868 -0.842
H 7.931 30.638 0.475
C -2.931 24.984 2.600
C -1.660 25.864 2.828
C -1.438 26.760 1.620
O -0.239 27.475 1.668
C -0.037 28.188 0.466
N -1.748 26.701 4.011
H -2.977 24.649 1.564
H -3.832 25.428 3.018
H -2.755 24.102 3.223
H -0.817 25.180 2.928
H -2.282 27.467 1.569
H -1.548 26.158 0.706
H 0.082 27.434 -0.327
H 0.850 28.809 0.580
H -0.858 28.848 0.165
H -2.572 27.293 3.950
H -1.858 26.241 4.907
C 4.267 37.002 0.070
C 5.569 36.214 -0.156
C 5.886 35.140 0.877
O 6.184 35.847 2.091
C 6.402 34.941 3.152
N 5.444 35.578 -1.507
H 3.435 36.344 -0.173
H 4.281 37.797 -0.678
H 4.251 37.454 1.058
H 6.437 36.845 -0.362
H 6.858 34.702 0.618
H 5.144 34.343 0.973
H 6.639 35.437 4.095
H 7.244 34.265 2.983
H 5.484 34.400 3.392
H 6.250 35.003 -1.739
H 5.455 36.275 -2.242
C 3.447 26.960 0.544
C 3.103 25.534 0.160
C 4.286 24.927 -0.598
O 4.088 23.543 -0.956
C 4.950 23.099 -1.966
N 2.806 24.669 1.298
H 4.282 27.006 1.236
H 2.591 27.423 1.042
H 3.590 27.638 -0.301
H 2.231 25.497 -0.493
H 5.193 24.917 0.016
H 4.514 25.469 -1.524
H 5.952 22.870 -1.576
H 5.096 23.721 -2.855
H 4.504 22.148 -2.268
H 3.516 24.268 1.888
H 2.199 23.920 1.003
C 5.077 31.709 -2.240
O 4.459 32.151 -3.218
N 5.660 32.498 -1.297
N 5.165 30.375 -2.013
H 5.399 33.470 -1.225
H 6.093 32.048 -0.511
H 5.544 30.068 -1.132
H 4.677 29.822 -2.693
C -0.444 33.482 0.411
O -0.949 34.574 0.097
N 0.643 32.986 -0.238
N -0.737 32.787 1.557
H 1.050 33.552 -0.954
H 1.100 32.211 0.253
H -1.482 33.137 2.126
H -0.181 31.958 1.732
C 3.076 35.720 4.596
O 2.322 35.445 5.528
N 2.841 35.206 3.339
N 4.118 36.581 4.665
H 2.063 34.602 3.137
H 3.633 35.062 2.739
H 4.792 36.564 3.920
H 4.197 37.146 5.488
```

***

Entry 12:
# C2H2N2OS

A molecular structure, C2H2N2OS (the ωB97M-V functional and the def2-TZVPD basis, OMol25).

Results
LUMO energy (eV): 0.8
Strongest force on any atom (eV/A): 3.4
Multiplicity: 1
Orbital gap (eV): 10.56

```
8
C2H2N2OS, DFT the ωB97M-V functional and the def2-TZVPD basis
C 0.206 0.012 -0.071
C -1.652 -0.453 0.613
H 2.075 -0.721 0.815
H -2.523 -0.911 1.069
N -0.488 -0.896 0.706
N -0.525 1.045 -0.469
O -1.829 0.731 -0.025
S 1.928 -0.164 -0.412
```

***

The lowest strongest force on any atom belongs to which entry?
C20H20N2O4PbSTe